Here is C13H26FeGeN3O2Si as an isolated structure from OMol25. Energies are from ωB97M-V/def2-TZVPD.

The orbital gap (alpha / beta) is 5.2 / 5.2 eV. The spin multiplicity is 5. As for the charge: -1. For the energy relative to the best compared isomer or geometry (same formula, charge and spin), the calculation gives 21.8 kcal per mole. For the total energy, the calculation gives -4455.77265 hartree.

Atoms and positions in Å:
Fe 8.07 9.19 6.99
C 9.06 6.79 9.88
C 9.76 8.05 9.54
C 10.86 8.49 10.25
C 11.36 9.79 10.05
C 10.68 10.67 9.23
C 9.63 10.16 8.41
N 9.19 8.81 8.55
N 8.90 10.83 7.49
Si 8.70 12.42 6.79
C 6.85 12.56 6.39
C 9.78 12.79 5.30
C 9.08 13.71 8.07
H 8.27 6.93 10.63
H 9.86 6.16 10.32
H 8.65 6.39 8.95
H 11.34 7.79 10.91
H 12.21 10.16 10.65
H 10.99 11.70 9.11
H 6.59 13.58 6.11
H 6.16 12.20 7.23
H 6.63 11.88 5.54
H 9.88 11.86 4.79
H 10.79 13.11 5.54
H 9.31 13.57 4.68
H 8.18 14.30 8.28
H 9.80 14.46 7.70
H 9.50 13.33 9.05
O 11.08 3.97 7.84
N 11.47 5.00 7.28
O 11.01 6.15 7.38
C 7.58 4.99 6.62
Ge 6.13 6.33 6.63
C 5.34 6.54 8.38
C 4.67 5.50 5.47
C 6.66 8.05 5.90
H 7.71 4.56 5.60
H 7.61 4.15 7.34
H 8.55 5.45 6.74
H 4.58 7.29 8.38
H 6.13 6.85 9.11
H 4.90 5.63 8.76
H 4.82 4.43 5.64
H 4.77 5.74 4.38
H 3.66 5.87 5.77
H 5.83 8.72 5.83
H 7.37 7.96 5.03